Entry from OMol25: an isolated ion of composition C10H18N3 and charge +1 in a non-equilibrium geometry (wB97M-V/def2-TZVPD).

Output
E_LUMO (spin up / spin down)	-3.12 / -3.36	eV
charge	+1
energy	-15119.132	eV
frontier orbital gap (spin up / spin down)	0.300 / 0.284	hartree

```
31
Properties=species:S:1:pos:R:3:forces:R:3
C 0.30356 0.21102 -0.03142 1.6 0.5 -1.4
C 3.43686 0.69506 -0.32911 0.3 -1.3 0.2
C -2.95823 -0.99417 -1.34397 -0.2 2.7 0.1
C -0.54590 1.18448 -0.30386 -0.5 -0.8 0.1
C -2.65869 -0.15934 -0.29553 -0.8 -3.6 0.3
C 2.50423 -1.37926 -0.58545 -1.9 -0.6 -2.4
C 1.01536 -1.89405 -0.66438 2.2 -1.6 -2.8
C -2.56016 2.15426 0.88949 0.2 -4.4 0.4
C 0.42686 -1.20239 1.70819 2.8 -0.4 0.6
C -2.06941 1.18188 -0.32381 0.7 2.3 1.4
N 2.39877 0.01064 -0.24326 -0.3 0.1 -0.4
N 3.79254 1.89263 -0.09056 2.2 3.0 -0.1
N 0.16579 -1.24764 0.27068 -2.4 2.5 1.5
H -3.60341 -1.88894 -1.21492 1.1 0.5 -0.2
H -2.79118 -0.52698 -2.37537 -0.5 -1.1 1.3
H -0.20824 2.16548 -0.63811 0.6 -0.3 0.4
H -2.73834 -0.66655 0.74502 -0.3 1.2 -1.4
H 2.97609 -1.93201 0.17362 0.8 -0.6 1.1
H 3.13032 -1.54898 -1.56524 -1.7 0.3 1.8
H 0.47903 -1.53720 -1.57606 1.1 -0.9 -0.1
H 1.04298 -3.02121 -0.60904 -0.5 1.2 0.2
H -2.58214 1.52652 1.84800 0.3 1.0 -1.2
H -3.55562 2.45279 0.74557 -1.3 0.5 -0.5
H -1.93709 2.97702 0.99944 1.2 1.4 0.2
H 0.56736 -2.21116 2.06643 -0.5 -0.2 0.5
H 1.43127 -0.68564 1.80619 -1.2 -0.6 0.1
H -0.31140 -0.57112 2.16497 -0.4 -0.2 0.4
H -2.25741 1.81071 -1.19086 -0.6 -0.6 -0.6
H 3.09609 2.60150 0.08423 0.0 0.4 0.1
H 4.80114 2.23935 -0.23443 -2.4 -1.0 0.3
H -0.79102 -1.63668 0.11356 0.4 0.7 0.0
```
Positions in Å, forces in eV/Å.

Listed below, in e, are the Mulliken charges computed for each atom: 0.10, -0.06, -0.66, -0.95, -0.65, -0.61, -0.58, -1.37, -0.83, 0.47, -0.14, -0.28, 0.14, 0.31, 0.25, 0.42, 0.30, 0.39, 0.39, 0.43, 0.36, 0.30, 0.41, 0.46, 0.40, 0.36, 0.30, 0.43, 0.23, 0.28, 0.43